The molecule C19H14N10O2, computed with ωB97M-V/def2-TZVPD.

Values from the calculation:
SMILES   NC(=O)c1cnc(On2nnc3ccccc32)nc1Nc1ccc(-n2cncn2)cc1
HOMO   -8.55 eV
Molecular weight   414.4 g/mol
Frontier orbital gap   8.64 eV

Each line ends with the Mulliken charge.
Positions of all 45 atoms, in Å:
N1 -0.861 6.165 -1.679  -0.46
C1 -0.671 4.840 -1.652  0.65
O1 -0.568 4.306 -2.768  -0.75
C2 -0.668 4.047 -0.460  0.84
C3 -1.267 4.484 0.651  -0.84
N2 -1.270 3.785 1.783  -0.67
C4 -0.679 2.580 1.802  0.34
O2 -0.665 1.897 2.985  -0.41
N3 0.074 0.646 3.001  0.86
N4 1.277 0.441 3.582  -0.76
N5 1.567 -0.789 3.442  -0.40
C5 0.570 -1.450 2.790  0.31
C6 0.405 -2.775 2.452  -0.55
C7 -0.801 -3.184 1.870  -0.57
C8 -1.791 -2.237 1.537  -0.47
C9 -1.645 -0.899 1.901  -0.75
C10 -0.423 -0.541 2.518  0.86
N6 -0.198 2.047 0.683  -0.14
C11 -0.125 2.776 -0.421  0.07
N7 0.455 2.153 -1.503  -0.14
C12 0.613 0.759 -1.547  -0.45
C13 1.477 0.134 -0.654  -0.20
C14 1.632 -1.245 -0.641  -0.38
C15 0.901 -2.033 -1.560  1.16
N8 0.980 -3.459 -1.545  0.59
C16 1.845 -4.174 -0.742  0.03
N9 1.571 -5.448 -0.814  -0.67
C17 0.491 -5.474 -1.693  -0.27
N10 0.076 -4.317 -2.132  -0.95
C18 0.025 -1.420 -2.491  -0.67
C19 -0.139 -0.010 -2.450  -0.57
H1 -0.730 6.578 -2.597  0.26
H2 -0.790 6.698 -0.810  0.20
H3 -1.759 5.432 0.674  0.51
H4 1.168 -3.498 2.726  0.49
H5 -0.887 -4.247 1.650  0.41
H6 -2.709 -2.461 1.005  0.41
H7 -2.403 -0.131 1.692  0.38
H8 0.280 2.679 -2.382  0.38
H9 2.016 0.729 0.098  0.29
H10 2.327 -1.676 0.062  0.13
H11 2.637 -3.771 -0.152  0.47
H12 0.050 -6.403 -1.973  0.46
H13 -0.572 -2.041 -3.133  0.49
H14 -0.814 0.505 -3.108  0.49



A structure of composition C19H14N3OsSSe2, computed with ωB97M-V/def2-TZVPD.

Values from the calculation:
HOMO (spin up / spin down)   -18.13 / -18.03 eV
Relative energy (zero: lowest compared OMol25 entry of this formula, charge and spin)   11.53 kcal per mole
Molecular weight   664.6 g/mol
Net charge   +3
Frontier orbital gap (spin up / spin down)   5.59 / 5.45 eV

Each line ends with the Mulliken charge.
Positions of all 40 atoms, in Å:
Os1 -0.313 -0.502 0.168  1.18
Se1 -0.239 -2.913 1.043  -0.03
Se2 -2.340 -2.240 0.110  -0.04
C1 -1.563 -2.133 -1.694  0.49
C2 -2.052 -2.829 -2.766  -0.65
C3 -1.402 -2.648 -3.994  -0.22
C4 -0.310 -1.802 -4.077  -0.85
C5 0.122 -1.135 -2.936  0.09
N1 -0.506 -1.291 -1.770  -0.14
C6 -0.151 -1.783 2.630  0.39
C7 -0.043 -2.203 3.926  -0.65
C8 0.204 -1.215 4.888  -0.19
C9 0.342 0.106 4.505  -0.87
C10 0.241 0.446 3.163  0.06
N2 -0.010 -0.490 2.240  -0.09
H1 -2.896 -3.497 -2.663  0.47
H2 -1.745 -3.186 -4.868  0.47
H3 0.216 -1.660 -5.011  0.45
H4 0.981 -0.477 -2.940  0.50
H5 -0.143 -3.247 4.193  0.50
H6 0.288 -1.491 5.932  0.47
H7 0.530 0.880 5.237  0.45
H8 0.357 1.463 2.814  0.48
S1 3.219 1.973 -0.756  -0.02
C11 3.797 0.424 -0.227  -0.48
C12 2.823 -0.453 0.118  -0.86
C13 1.525 0.104 -0.062  0.11
C14 1.623 1.481 -0.525  -0.15
C15 0.419 2.240 -0.611  1.40
C16 0.305 3.584 -0.963  -0.93
C17 -0.946 4.170 -0.974  -0.53
C18 -2.051 3.395 -0.644  -0.74
C19 -1.880 2.055 -0.309  0.14
N3 -0.680 1.483 -0.280  -0.11
H9 4.864 0.248 -0.204  0.54
H10 3.045 -1.454 0.457  0.44
H11 1.194 4.147 -1.218  0.49
H12 -1.070 5.211 -1.239  0.50
H13 -3.045 3.821 -0.643  0.48
H14 -2.713 1.416 -0.048  0.46



A structure of composition C19H14N6O2Rh, computed with ωB97M-V/def2-TZVPD.

Values from the calculation:
HOMO (spin up / spin down)   -10.88 / -10.86 eV
Relative energy (zero: lowest compared OMol25 entry of this formula, charge and spin)   0.00 kcal per mole
Spin multiplicity   5
⟨S²⟩   6.009
Molecular weight   461.3 g/mol
Net charge   +1
Frontier orbital gap (spin up / spin down)   6.88 / 4.62 eV

Each line ends with the Mulliken charge.
Positions of all 42 atoms, in Å:
Rh1 -0.085 0.226 0.091  0.68
N1 -0.805 -7.045 -7.199  -0.47
C1 -0.715 -6.236 -6.387  -0.15
C2 -0.603 -5.220 -5.367  0.56
C3 0.415 -5.298 -4.420  -0.82
C4 0.515 -4.328 -3.438  -0.05
C5 -0.390 -3.273 -3.403  -0.41
C6 -1.400 -3.193 -4.355  -0.07
C7 -1.513 -4.167 -5.333  -0.83
C8 -0.276 -2.226 -2.345  0.15
C9 0.170 -0.969 -2.764  0.53
C10 0.606 -0.627 -4.064  -0.26
C11 0.993 0.700 -4.045  -1.10
C12 0.782 1.142 -2.737  -0.47
N2 0.292 0.163 -1.964  0.09
C13 -0.631 -2.615 -1.054  0.49
C14 -1.140 -3.878 -0.661  -0.30
C15 -1.353 -3.839 0.701  -1.05
C16 -0.988 -2.549 1.111  -0.59
N3 -0.554 -1.815 0.080  0.19
H1 1.118 -6.119 -4.457  0.46
H2 1.301 -4.387 -2.694  0.49
H3 -2.102 -2.368 -4.326  0.49
H4 -2.302 -4.117 -6.071  0.46
H5 0.641 -1.304 -4.903  0.55
H6 1.381 1.290 -4.859  0.43
H7 0.961 2.135 -2.344  0.45
H8 -1.319 -4.710 -1.326  0.54
H9 -1.731 -4.625 1.336  0.45
H10 -1.022 -2.143 2.114  0.50
O1 -3.429 2.136 0.641  -0.28
N4 -2.455 2.247 1.269  0.73
O2 -1.367 1.737 1.245  -0.43
N5 2.458 1.685 1.314  -0.30
C17 3.565 1.503 2.052  -0.05
C18 3.592 0.180 2.425  -0.78
C19 2.442 -0.376 1.858  -0.56
N6 1.755 0.543 1.182  0.22
H11 2.137 2.537 0.890  0.14
H12 4.250 2.312 2.253  0.46
H13 4.342 -0.318 3.017  0.38
H14 2.090 -1.395 1.891  0.50



A structure of composition C19H14N7O4S2SeTi, computed with ωB97M-V/def2-TZVPD.

Values from the calculation:
HOMO   -16.71 eV
Relative energy (zero: lowest compared OMol25 entry of this formula, charge and spin)   10.14 kcal per mole
Molecular weight   595.3 g/mol
Net charge   +3
Frontier orbital gap   5.28 eV

Each line ends with the Mulliken charge.
Positions of all 48 atoms, in Å:
Ti1 0.458 0.223 0.687  -1.00
O1 -1.693 3.802 1.095  -0.36
C1 -1.278 2.596 0.949  0.37
O2 -0.077 2.256 0.903  -0.25
C2 -2.300 1.526 0.786  0.45
C3 -3.646 1.622 0.512  -0.69
C4 -4.328 0.429 0.226  -0.58
C5 -3.661 -0.793 0.240  -0.80
C6 -2.321 -0.777 0.586  0.88
N1 -1.676 0.348 0.832  0.87
C7 -1.389 -1.960 0.660  0.13
O3 -1.673 -3.098 0.652  -0.40
O4 -0.079 -1.467 0.772  -0.14
H1 -0.965 4.447 1.191  0.45
H2 -4.149 2.580 0.492  0.65
H3 -5.382 0.465 -0.021  0.52
H4 -4.159 -1.727 0.012  0.62
N2 3.032 0.471 -2.020  -0.24
C8 3.364 0.424 -0.731  0.42
N3 2.502 0.319 0.306  0.80
C9 3.245 0.296 1.524  -0.12
C10 4.568 0.394 1.387  -0.46
S1 5.008 0.505 -0.274  -0.11
C11 2.488 0.185 2.764  -0.39
C12 2.939 0.049 4.016  -0.29
S2 1.628 -0.052 5.135  -0.10
C13 0.510 0.083 3.853  0.53
N4 1.084 0.216 2.650  0.52
N5 -0.812 0.073 4.052  -0.31
H5 2.120 0.185 -2.322  0.04
H6 3.759 0.491 -2.719  0.25
H7 5.322 0.415 2.159  0.45
H8 3.959 -0.013 4.361  0.45
H9 -1.192 -0.091 4.971  0.25
H10 -1.453 0.020 3.282  0.01
Se1 -0.368 2.023 -2.182  0.31
N6 0.103 0.441 -1.376  -0.16
C14 -0.063 -0.536 -2.301  0.74
C15 0.290 -1.904 -2.186  -0.16
C16 0.044 -2.725 -3.252  -0.79
C17 -0.544 -2.276 -4.479  -0.67
C18 -0.860 -0.974 -4.650  -0.64
C19 -0.608 -0.067 -3.567  0.61
N7 -0.841 1.224 -3.656  -0.66
H11 0.767 -2.301 -1.304  0.54
H12 0.318 -3.770 -3.169  0.48
H13 -0.712 -2.990 -5.273  0.47
H14 -1.277 -0.587 -5.570  0.53